No. 1
Density functional theory data (ωB97M-V with the def2-TZVPD basis set) for a structure of composition C11H13BrN2O3S at a distorted geometry.

Geometry (Å):
C: -0.59766 -2.86499 -2.10377
H: -1.71110 -2.45438 -2.34446
H: -0.75685 -3.98841 -1.94162
H: -0.02133 -2.68663 -3.09406
S: 0.19543 -1.68708 -0.97147
C: -0.84388 -2.12053 0.56349
C: -1.99965 -1.17123 0.66899
H: -2.91370 -1.69480 0.93292
H: -2.40435 -1.10362 -0.64429
C: -1.80928 0.14363 1.12673
N: -0.52682 0.52628 0.46968
C: 0.69736 0.65204 0.97767
O: 0.73545 0.40750 2.15201
C: 1.68641 1.23252 0.32442
C: 2.95809 0.84042 0.28379
C: 4.06480 1.37840 -0.22852
C: 3.64348 2.59953 -1.05466
N: 2.52365 3.02184 -1.12682
C: 1.40551 2.34062 -0.58357
H: 0.60135 2.86793 -0.48977
H: 4.47942 2.96957 -1.85107
Br: 5.89565 0.56407 -0.17719
H: 3.17715 -0.18105 1.06595
H: -0.63391 1.02584 -0.26122
C: -2.98005 0.92423 0.67691
O: -3.08755 1.91489 0.18160
O: -4.00903 0.84316 1.78842
H: -4.76134 1.10651 1.53987
H: -1.45061 -0.01742 2.28798
H: -1.23509 -3.22557 0.50000
H: -0.32158 -2.16329 1.33206

Atomic forces in eV per Å
C -1.98 0.62 -2.66
H 2.45 -0.89 0.57
H 0.90 1.67 0.37
H -0.99 -0.57 1.53
S -0.78 -2.28 0.89
C -4.69 -1.59 -7.40
C -3.14 -4.72 -6.32
H -0.03 0.22 1.08
H 1.17 0.10 3.34
C 4.54 -0.26 2.62
N -1.41 -1.55 3.14
C -6.49 -2.08 5.02
O 2.19 -1.45 3.47
C 1.67 6.58 -7.95
C 4.21 -6.76 5.50
C -0.16 2.55 -2.67
C 10.33 -4.11 -1.02
N -8.81 1.12 -0.35
C 7.98 -2.86 2.41
H -5.07 2.91 -0.16
H -1.75 -0.28 2.24
Br -2.27 1.15 -0.05
H -0.70 2.89 -2.45
H -1.35 3.71 -6.92
C -1.82 -2.22 9.81
O 0.57 6.61 -7.03
O 10.41 -5.85 2.32
H -9.22 3.54 -3.49
H -1.65 1.50 -2.34
H 0.66 2.10 -0.49
H 5.26 0.22 6.98

Computed properties:
Highest occupied orbital energy, eV: -8.6
Frontier orbital gap, eV: 8.1331
E, eV: -101609.030



No. 2
Density functional theory data (ωB97M-V with the def2-TZVPD basis set) for a cluster of 16 separate species, C5H43B2NO16 in total at a distorted geometry.

Geometry (Å):
C: 1.35632 -2.37891 1.47229
C: 0.21920 -1.32190 1.39451
B: -1.11515 -2.10697 1.18849
O: -1.59109 -2.83631 2.27349
B: -1.96392 -2.13562 -0.30386
N: -1.24962 -2.39195 -1.48329
C: -0.30477 -3.22224 -1.68757
C: -0.42190 -4.65906 -1.30963
C: 0.98312 -2.83290 -2.30601
H: 1.54537 -2.61762 2.50945
H: 1.10121 -3.29397 0.94540
H: 2.26556 -2.00026 1.02532
H: 0.43820 -0.65419 0.57160
H: 0.18880 -0.78147 2.33340
H: -1.66791 -3.77084 2.09133
H: -3.15779 -1.94274 -0.39153
H: -0.53821 -5.24099 -2.21797
H: -1.28464 -4.83120 -0.67720
H: 0.48712 -4.98274 -0.81692
H: 0.92815 -1.89375 -2.83637
H: 1.34220 -3.59921 -2.98457
H: 1.72860 -2.75254 -1.52051
O: -1.88303 1.74331 1.00570
H: -1.82604 2.11721 0.12022
H: -2.27579 0.87777 0.85882
O: 2.64260 -5.01777 -0.32495
H: 3.00212 -5.78073 -0.79908
H: 2.98168 -5.11032 0.57025
O: 1.90815 -0.63057 -4.76397
H: 1.01034 -0.27683 -4.68806
H: 2.45827 0.14860 -4.88377
O: 2.42083 -7.76187 -1.17195
H: 1.61960 -8.16051 -0.82030
H: 3.08246 -8.45916 -1.12614
O: -3.92213 0.69989 -0.82111
H: -3.96122 -0.24355 -1.02303
H: -4.67410 1.08439 -1.28072
O: -3.25881 3.79471 2.64285
H: -2.81705 2.99526 2.32012
H: -3.12548 3.80353 3.59363
O: -0.72960 4.11904 -0.83158
H: -0.52407 4.56417 0.00190
H: -1.65578 4.32305 -0.99400
O: 0.36873 5.17143 2.06780
H: 0.61134 5.99636 2.50124
H: 1.01496 4.53247 2.39013
O: -3.93927 6.65726 1.94134
H: -3.77998 5.72005 2.11530
H: -3.76450 6.76892 1.00419
O: 0.36932 3.77734 4.78240
H: -0.53120 3.75329 4.44423
H: 0.34686 4.39698 5.51788
O: 0.79345 2.23958 -2.84923
H: 0.78468 1.58659 -2.14251
H: 0.57455 3.06400 -2.39660
O: -1.11198 -0.14609 -3.90489
H: -1.11531 -0.78212 -3.17388
H: -1.32171 0.69172 -3.47873
O: 4.27666 1.01679 -2.79666
H: 4.19078 0.12589 -3.15011
H: 3.45166 1.45625 -3.03318
O: 2.22171 6.45256 0.05927
H: 1.35734 6.12128 0.33024
H: 2.83314 5.75552 0.31201
O: 1.14324 -0.58881 4.82640
H: 0.18906 -0.69867 4.77635
H: 1.27467 0.34918 5.00235

Atomic forces in eV per Å
C -0.42 0.25 0.08
C 0.00 -0.27 -0.06
B -0.39 0.01 -0.25
O 0.82 0.08 0.28
B -0.62 -0.07 -0.53
N 0.68 -0.46 1.22
C -0.20 0.34 -0.53
C -0.13 0.07 0.23
C 0.05 0.04 -0.59
H 0.12 -0.20 0.21
H 0.01 -0.27 -0.11
H 0.26 0.09 -0.03
H -0.08 0.40 -0.07
H 0.16 0.37 0.11
H -0.67 -0.23 -0.06
H 0.12 0.24 0.00
H 0.00 -0.21 -0.20
H -0.21 -0.01 0.09
H 0.24 -0.13 0.04
H 0.00 0.23 -0.08
H 0.12 -0.14 -0.15
H 0.11 -0.03 0.26
O 0.17 0.04 0.28
H 0.07 0.12 -0.01
H -0.23 0.01 -0.03
O 0.26 0.06 0.00
H -0.27 -0.06 0.08
H 0.01 0.06 0.03
O 0.03 0.08 0.08
H -0.16 -0.02 0.06
H -0.02 0.05 -0.12
O 0.17 -0.13 -0.04
H -0.06 0.07 0.02
H 0.00 -0.03 -0.05
O 0.01 -0.09 -0.12
H 0.07 0.00 0.03
H -0.02 0.04 0.03
O 0.00 0.10 0.14
H 0.08 -0.08 -0.34
H -0.09 -0.01 0.04
O -0.06 -0.08 0.05
H 0.04 -0.08 0.12
H 0.01 0.09 -0.07
O 0.01 0.01 -0.33
H -0.06 0.02 0.04
H -0.12 -0.06 0.15
O -0.01 0.04 0.06
H 0.07 -0.14 -0.03
H -0.01 0.02 -0.03
O 0.08 -0.10 0.05
H 0.02 0.08 -0.10
H -0.01 -0.01 0.01
O 0.05 -0.03 0.03
H 0.02 -0.08 0.01
H -0.07 0.08 0.04
O 0.12 -0.14 0.16
H -0.11 -0.09 -0.02
H 0.13 0.12 -0.10
O -0.04 0.03 -0.08
H -0.05 -0.04 0.05
H -0.05 0.03 0.08
O -0.04 0.10 -0.02
H 0.09 -0.06 0.04
H 0.04 -0.02 -0.04
O 0.03 0.05 0.03
H -0.03 -0.03 0.01
H -0.01 -0.02 -0.03

Computed properties:
Highest occupied orbital energy, eV: -8.8
Frontier orbital gap, eV: 8.7963
E, eV: -41487.008



No. 3
Density functional theory data (ωB97M-V with the def2-TZVPD basis set) for a cluster of 4 separate species, C33H37F6N3O7S in total at a distorted geometry.

Geometry (Å):
C: -4.30091 4.20923 1.69865
C: -3.11463 5.17494 1.15468
S: -2.74544 4.65218 -0.62127
C: -1.74058 3.10464 -0.39850
C: -2.55230 1.74724 -0.73157
C: -3.98671 1.78620 -1.37706
C: -4.79470 0.49330 -1.70878
C: -4.15508 -0.92291 -1.43605
C: -2.73065 -0.95896 -0.84028
C: -2.06736 -2.42264 -0.61066
C: -1.59954 -3.12608 -1.97605
C: -0.04569 -2.98340 -2.30995
O: 0.89105 -3.09113 -1.49518
O: 0.28013 -2.75660 -3.70564
C: -1.91121 0.33268 -0.45485
C: -0.44681 0.18146 0.20559
O: 0.47562 -0.32957 -0.47498
C: -0.06511 0.69027 1.67757
F: 0.61134 1.95584 1.49447
F: -1.24135 1.01600 2.43838
C: 0.96638 -0.23825 2.48009
F: 1.13474 0.26040 3.81999
F: 2.25858 -0.25007 1.85588
C: 0.52907 -1.77491 2.63438
F: 0.89941 -2.52128 1.48001
F: 1.34183 -2.31473 3.69962
C: -0.98801 -2.00940 3.08932
O: -1.77132 -2.83946 2.55024
O: -1.53698 -1.29260 4.20770
C: -5.05481 -2.17251 -1.80684
O: -4.65837 -3.27398 -2.25895
C: -6.64570 -1.97927 -1.62722
C: -7.22720 -0.69277 -1.87435
C: -6.28430 0.53718 -2.33200
O: -6.68548 1.41517 -3.12795
H: -4.68889 4.52790 2.72830
H: -3.91632 3.13118 1.79618
H: -5.14888 4.22044 0.93483
H: -3.39020 6.28255 1.22768
H: -2.13679 4.94220 1.72769
H: -0.88822 3.16554 -1.17845
H: -1.32981 3.12401 0.66570
H: -4.51828 2.77254 -1.64286
H: -2.92167 -3.05598 -0.15753
H: -1.16514 -2.39277 0.08489
H: -2.20291 -2.70786 -2.85436
H: -1.82945 -4.24289 -1.87818
H: -0.32743 -3.39495 -4.16597
H: -2.05016 -1.97408 4.70266
H: -7.26549 -2.88986 -1.32617
H: -8.36286 -0.57492 -1.75853
C: 0.91610 -6.68049 -5.05919
C: -0.01857 -7.23647 -6.12875
C: -1.30174 -6.41669 -6.28224
C: -2.06532 -6.41574 -4.98826
N: -2.66513 -6.41446 -3.96985
H: 0.45422 -6.70332 -4.06862
H: 1.82895 -7.27836 -5.00472
H: 1.19899 -5.64728 -5.28379
H: -0.26838 -8.27234 -5.87793
H: 0.50883 -7.25590 -7.08694
H: -1.93055 -6.84507 -7.06685
H: -1.06773 -5.38542 -6.56082
C: 4.47690 4.43697 0.46568
C: 4.05239 5.03043 1.80431
C: 2.73974 4.44184 2.32706
C: 1.63002 4.71785 1.35329
N: 0.75726 4.93263 0.58580
H: 3.74681 4.65064 -0.31981
H: 5.43028 4.86392 0.14686
H: 4.59726 3.35163 0.53857
H: 3.95530 6.11566 1.69616
H: 4.84115 4.85014 2.53861
H: 2.48576 4.88767 3.29229
H: 2.83208 3.36102 2.46652
C: 5.94266 1.88681 4.92964
C: 6.95186 1.22025 4.00060
C: 8.10041 2.15068 3.60286
C: 7.55897 3.34873 2.87664
N: 7.13309 4.29081 2.30459
H: 5.45370 2.73856 4.44925
H: 5.15884 1.17862 5.20933
H: 6.42609 2.23894 5.84602
H: 6.43086 0.87032 3.10366
H: 7.36413 0.33752 4.49789
H: 8.80150 1.62469 2.94990
H: 8.64790 2.48595 4.48795

Atomic forces in eV per Å
C 0.39 0.27 -0.05
C -0.02 -1.69 0.75
S 0.31 0.16 0.82
C -0.26 -0.82 -0.56
C -1.71 -2.73 -0.38
C 0.60 -3.00 0.15
C 2.93 -0.34 1.25
C 1.13 3.49 0.47
C -0.09 1.07 -0.37
C -0.66 0.53 -0.23
C 0.00 0.18 -0.42
C 2.43 -0.26 1.38
O -3.63 0.60 -2.78
O -1.55 -1.65 1.95
C -3.50 0.77 -0.92
C 1.24 -1.50 -3.12
O -3.23 1.91 2.85
C -0.35 2.70 0.11
F -1.26 -2.71 0.45
F 2.78 -1.22 -1.50
C 1.74 -0.21 1.04
F -0.51 -0.84 -3.28
F -3.29 0.38 1.50
C 1.83 -1.31 0.53
F -1.56 2.04 2.81
F -1.84 1.15 -2.14
C -4.83 -2.62 -0.30
O 4.16 3.08 1.56
O 2.41 -1.44 -1.54
C -0.30 -1.64 -0.67
O -0.82 3.62 1.72
C -0.04 3.34 -0.50
C 1.69 -2.53 0.54
C -0.53 0.68 -0.83
O 1.43 -2.82 2.92
H 0.54 -0.34 -1.45
H -0.52 1.58 -0.24
H 1.07 -0.02 1.16
H 0.51 -1.66 -0.42
H -1.60 0.74 -0.78
H -1.22 -0.05 1.51
H -0.42 -0.24 -1.59
H 1.25 -1.68 0.64
H 1.64 0.91 -0.62
H -1.44 0.00 -0.85
H 0.86 -0.74 1.27
H 0.40 1.50 -0.29
H 0.59 1.11 0.23
H 0.17 0.63 -0.70
H 1.08 1.41 -0.65
H 1.97 0.13 -0.47
C 0.05 0.00 0.01
C 0.33 -0.10 0.15
C -0.29 -0.28 0.76
C -1.62 0.19 2.24
N 2.04 0.00 -3.25
H -0.01 0.03 -0.08
H -0.05 0.10 -0.01
H 0.02 -0.07 0.05
H -0.07 0.11 -0.11
H -0.16 0.02 0.01
H -0.08 0.11 0.16
H -0.09 -0.05 0.09
C 0.05 0.05 -0.08
C 0.23 0.05 -0.20
C -0.44 0.39 -0.64
C -2.22 0.35 -1.58
N 2.84 -0.65 2.47
H -0.03 -0.06 0.10
H -0.06 -0.10 0.10
H 0.01 0.07 -0.03
H -0.06 -0.09 0.11
H -0.18 0.04 -0.03
H -0.15 -0.06 -0.12
H -0.14 0.06 -0.10
C -0.07 -0.05 0.06
C -0.32 -0.09 0.14
C -0.51 0.48 -0.46
C -0.67 2.29 -1.36
N 1.47 -3.11 1.90
H 0.09 -0.01 0.02
H 0.08 0.06 0.01
H -0.07 0.00 -0.07
H 0.16 0.01 0.03
H 0.08 0.08 -0.11
H -0.03 0.20 -0.01
H -0.06 0.10 -0.12

Computed properties:
Highest occupied orbital energy, eV: -8.6
Frontier orbital gap, eV: 7.1155
SMILES: CCSCc1cc2c(c(CCC(=O)O)c1C(=O)C(F)(F)C(F)(F)C(F)(F)C(=O)O)C(=O)C=CC2=O.CCCC#N.CCCC#N.CCCC#N
E, eV: -80753.912